i | The following is a quantum chemistry calculation of a gas-phase ion, C4H10N2O (charge +1), from the Open Molecules 2025 dataset.

Atoms and positions in Å:
O: -1.5403 -0.5275 3.0099
C: -0.8006 0.0921 2.3073
N: -1.3612 0.5330 1.0718
C: -0.7407 0.8958 -0.1691
C: 0.7431 0.5478 -0.2422
C: 0.9959 -0.9199 -0.6426
N: 0.8141 -1.2581 -2.0372
H: 0.2406 0.3455 2.5113
H: -2.3747 0.6524 1.1814
H: -1.2849 0.3185 -0.9240
H: -0.9124 1.9740 -0.3233
H: 1.2759 0.8141 0.6671
H: 1.2367 1.1920 -0.9757
H: 0.3958 -1.5862 -0.0156
H: 2.0371 -1.1661 -0.4175
H: -0.1342 -1.2236 -2.3831
H: 1.4097 -0.6837 -2.6187

## Properties
spin multiplicity = 2
total charge = +1

ii | The following is a quantum chemistry calculation of a gas-phase ion, C4H10N2O (charge +1), from the Open Molecules 2025 dataset.

Atoms and positions in Å:
C: -0.3200 -0.0562 -0.1312
N: 0.9612 -0.7242 -0.4626
C: 1.9615 -0.3763 -1.3979
N: 2.0918 0.9881 -1.7084
O: 2.7908 -1.0183 -1.9638
C: -0.9364 -0.6491 1.1055
C: -2.1227 0.2710 1.4586
H: -0.9279 0.2766 -0.9755
H: -0.1196 1.0943 0.1681
H: 0.9230 -1.6410 -0.1085
H: 1.8936 1.8314 -0.9314
H: 2.7500 1.3152 -2.3822
H: -1.3016 -1.7018 1.0305
H: -0.2158 -0.8834 1.8548
H: -2.6184 0.4724 0.4580
H: -2.9521 -0.3811 1.9020
H: -1.8576 1.1823 2.0839

## Properties
spin multiplicity = 2
total charge = +1

iii | The following is a quantum chemistry calculation of a gas-phase ion, C4H10N2O (charge +1), from the Open Molecules 2025 dataset.

Atoms and positions in Å:
O: 2.4822 -0.6924 -0.2410
C: 1.3956 -0.2709 -0.0274
N: 0.8016 0.8553 -0.6100
C: -0.5269 0.8423 -1.1507
N: -0.7402 -0.3525 -1.9384
C: 0.5390 -0.9149 1.1432
C: -0.5281 -0.1770 1.9768
H: 1.4842 1.5721 -0.8591
H: -1.3501 1.0439 -0.4716
H: -0.5657 1.6654 -1.8644
H: -1.6826 -0.7225 -1.9651
H: -0.4877 -0.1076 -2.8895
H: 1.3626 -1.1303 1.8330
H: 0.0708 -1.8308 0.7287
H: -1.2088 0.3272 1.2816
H: -0.9957 -0.8233 2.6934
H: -0.0501 0.7160 2.3606

## Properties
spin multiplicity = 2
total charge = +1

iv | The following is a quantum chemistry calculation of 3 unconnected molecules or ions with the total composition C4H10N2O, from the Open Molecules 2025 dataset.

Atoms and positions in Å:
C: -2.8522 0.6341 0.3411
N: -1.9203 1.5650 0.1415
C: -0.4989 1.1774 0.1257
C: 0.1770 -1.9381 -0.1546
C: 0.9244 -1.1922 -1.0147
N: 2.4862 0.6292 0.2835
O: -2.8027 -0.6278 0.4967
H: -3.8557 1.0982 0.1465
H: -0.2017 0.4618 0.8547
H: -0.1084 0.8112 -0.8317
H: 0.1198 1.9765 0.4281
H: -0.8722 -1.8263 -0.0893
H: 0.6590 -2.6395 0.6095
H: 1.1575 -1.4009 -2.1128
H: 1.6742 -0.4038 -0.4111
H: 2.9933 0.1959 1.0058
H: 2.9209 1.4795 0.1811

## Properties
spin multiplicity = 2
total charge = +1

Stability check: which of them is least stable? iv.

i | The following is a quantum chemistry calculation of a gas-phase ion, C4H10N2O (charge +1), from the Open Molecules 2025 dataset.

Atoms and positions in Å:
N: -0.3887 -2.0823 -0.7739
C: -1.0697 -0.8993 -1.3093
C: -0.4581 0.3554 -0.6780
N: -0.4448 0.3606 0.7415
C: 0.6852 0.8050 1.5286
C: 1.6179 1.7951 0.8174
O: 2.7885 1.7610 1.0337
H: -0.5485 -2.8565 -1.4063
H: -0.7538 -2.3644 0.1293
H: -0.8357 -0.8672 -2.3671
H: -2.1538 -0.8876 -1.1374
H: 0.5867 0.3777 -1.0016
H: -0.9243 1.2690 -1.0776
H: -0.9200 -0.4167 1.2054
H: 1.2721 -0.1105 1.6969
H: 0.3751 1.2480 2.4835
H: 1.1717 2.5127 0.1149

## Properties
spin multiplicity = 2
total charge = +1

ii | The following is a quantum chemistry calculation of a gas-phase ion, C4H10N2O (charge +1), from the Open Molecules 2025 dataset.

Atoms and positions in Å:
N: -1.4527 0.6674 -0.8448
C: -1.0061 -1.9247 0.4703
C: 0.1479 -0.9696 0.0326
C: -0.2391 0.5028 -0.0692
C: 0.9797 1.3388 -0.4578
N: 1.8587 1.5806 0.6114
O: 1.1901 1.6475 -1.6187
H: -1.8333 1.5588 -0.5431
H: -1.2467 0.8111 -1.8677
H: -0.5553 -2.7904 0.9498
H: -1.6214 -1.4682 1.2589
H: -1.7200 -2.2887 -0.2781
H: 0.5895 -1.0828 -0.9972
H: 0.9366 -1.0185 0.7381
H: -0.5443 0.8079 0.9978
H: 1.7313 0.9055 1.2883
H: 2.7850 1.7226 0.3294

## Properties
spin multiplicity = 2
total charge = +1

Stability check: which of them is least stable? i.

i | The following is a quantum chemistry calculation of C18H21ClN2O3S in the gas phase, from the Open Molecules 2025 dataset.

Atoms and positions in Å:
C: 0.4061 2.2149 -1.3393
H: 1.4274 2.3300 -1.6764
H: 0.0201 1.2295 -1.5619
H: -0.2207 2.9804 -1.7789
S: 0.3787 2.4862 0.4592
O: 1.3688 3.4769 0.7451
O: -0.9848 2.7439 0.8415
N: 0.8251 1.0794 1.1855
C: 2.1934 0.6467 1.0558
H: 2.7759 1.5539 0.8857
C: 2.4379 -0.3718 -0.0702
C: 3.8771 -0.8031 -0.0511
C: 4.8516 -0.0250 -0.6634
C: 6.1827 -0.3986 -0.6196
C: 6.5571 -1.5560 0.0416
C: 5.5938 -2.3363 0.6573
C: 4.2627 -1.9602 0.6122
H: 3.5126 -2.5746 1.0890
H: 5.8797 -3.2414 1.1729
H: 7.5958 -1.8492 0.0752
H: 6.9298 0.2142 -1.1024
H: 4.5643 0.8794 -1.1812
H: 2.2007 0.0805 -1.0343
H: 1.7840 -1.2331 0.0744
H: 2.5135 0.2102 2.0084
C: -0.1922 0.1495 1.6190
H: 0.2836 -0.6194 2.2309
H: -0.9131 0.7044 2.2246
C: -0.9244 -0.5301 0.4548
O: -0.6573 -1.6522 0.0708
N: -1.8622 0.2524 -0.1046
H: -1.9950 1.1889 0.2626
C: -2.7165 -0.1945 -1.1878
C: -4.1472 -0.2939 -0.7274
C: -4.4995 -1.2545 0.2140
C: -5.7981 -1.3481 0.6766
C: -6.7557 -0.4705 0.1911
C: -6.4233 0.4947 -0.7450
C: -5.1178 0.5798 -1.1960
H: -4.8573 1.3335 -1.9244
H: -7.1771 1.1726 -1.1132
Cl: -8.3833 -0.5820 0.7609
H: -6.0705 -2.0951 1.4053
H: -3.7463 -1.9348 0.5827
H: -2.6361 0.5005 -2.0296
H: -2.3441 -1.1782 -1.4905

## Properties
SMILES = CS(=O)(=O)N(CCc1ccccc1)CC(=O)NCc1ccc(Cl)cc1

ii | The following is a quantum chemistry calculation of C18H21ClN2O3S in the gas phase, from the Open Molecules 2025 dataset.

Atoms and positions in Å:
C: 1.3692 0.1190 -1.9735
H: 0.9605 0.2019 -2.9726
H: 0.7198 -0.4622 -1.3337
H: 2.3612 -0.3108 -2.0015
S: 1.4884 1.7963 -1.3097
O: 2.6347 2.4174 -1.9014
O: 0.2013 2.4211 -1.4821
N: 1.7241 1.6053 0.3107
C: 3.0591 1.3812 0.8049
H: 3.7062 1.3695 -0.0732
C: 3.1861 0.0696 1.5962
C: 2.9673 -1.1345 0.7266
C: 1.8000 -1.8807 0.8244
C: 1.5915 -2.9723 -0.0021
C: 2.5496 -3.3336 -0.9335
C: 3.7218 -2.6017 -1.0308
C: 3.9277 -1.5094 -0.2067
H: 4.8470 -0.9455 -0.2815
H: 4.4787 -2.8860 -1.7472
H: 2.3895 -4.1873 -1.5750
H: 0.6807 -3.5465 0.0865
H: 1.0558 -1.6105 1.5583
H: 2.4579 0.0720 2.4082
H: 4.1885 0.0376 2.0288
H: 3.3644 2.2204 1.4432
C: 0.6742 1.9825 1.2312
H: 1.1128 2.2270 2.2003
C: -0.3215 0.8314 1.4078
O: -0.3863 0.1592 2.4170
N: -1.0684 0.6232 0.3102
H: -0.9562 1.2557 -0.4757
C: -2.0571 -0.4223 0.2272
C: -3.4611 0.0940 0.0476
C: -3.7912 1.4189 0.2993
C: -5.0871 1.8754 0.1359
C: -6.0811 1.0085 -0.2832
C: -5.7775 -0.3179 -0.5344
C: -4.4774 -0.7626 -0.3667
Cl: -4.1231 -2.4300 -0.6761
H: -6.5415 -1.0076 -0.8573
H: -7.0933 1.3591 -0.4128
H: -5.3198 2.9097 0.3375
H: -3.0201 2.0966 0.6323
H: -1.9952 -0.9908 1.1630
H: -1.8139 -1.0993 -0.6007
H: 0.1541 2.8591 0.8344

## Properties
SMILES = CS(=O)(=O)N(CCc1ccccc1)CC(=O)NCc1ccccc1Cl

Stability check: which of them is least stable? i.

i | The following is a quantum chemistry calculation of 3 unconnected molecules or ions with the total composition CH2BrNO4, from the Open Molecules 2025 dataset.

Atoms and positions in Å:
C: -3.5111 1.6428 0.1214
N: 2.5857 1.6988 0.8177
O: 2.3147 0.7113 -0.1477
O: 3.1516 2.6427 0.3823
O: -3.0707 0.6725 -0.3014
O: -3.8621 2.6321 0.5428
Br: -0.5565 -1.1598 0.5490
H: 2.1785 -0.1465 0.2993
H: -1.5787 -1.5987 -0.4194

## Properties
SMILES = O=C=O.O=NO.Br

ii | The following is a quantum chemistry calculation of 3 unconnected molecules or ions with the total composition CH2BrNO4, from the Open Molecules 2025 dataset.

Atoms and positions in Å:
C: -0.1450 -3.5200 -1.7988
N: -1.0858 2.4984 -1.6124
O: -1.9732 2.2935 -0.6300
O: -0.0470 2.0246 -1.4331
O: -1.2272 -3.6473 -1.4834
O: 0.9418 -3.2626 -2.0028
Br: 0.0551 -0.4508 0.9779
H: -2.9183 2.3287 -0.9827
H: -0.3262 0.6033 -0.0646

## Properties
SMILES = O=C=O.O=NO.Br

Stability check: which of them is least stable? ii.